99
Properties=species:S:1:pos:R:3:forces:R:3:lowdin_charge:R:1 method="wB97M-V/def2-TZVPD" lumo_ev=-0.1 charge=0 gap_ev=5.31 e_tot_ha=-3003.20091 max_force_ha_per_bohr=0.06719 multiplicity=1
Sr 0.5187 0.3108 -0.9874 0.33 3.42 0.36 1.2679
C -0.6896 2.2128 -3.5343 -0.13 -0.07 0.05 -0.0898
O -0.9365 2.1857 -2.1229 0.10 -0.03 0.10 -0.2420
C -1.1348 3.4105 -1.5224 0.03 -0.11 -0.09 -0.2332
C -1.9619 4.3580 -2.1132 0.08 0.01 -0.06 -0.0219
C -2.1217 5.6031 -1.5319 0.06 0.01 0.09 -0.0843
C -1.4464 5.8983 -0.3530 -0.08 0.02 -0.08 -0.0858
C -0.6549 4.9382 0.2456 0.02 -0.08 0.07 -0.0209
C -0.5084 3.6633 -0.3052 -0.04 0.28 0.03 -0.1863
N 0.2786 2.6503 0.3230 -0.49 -0.27 0.26 0.0040
N 0.3497 2.8718 1.5633 0.10 0.30 -0.33 0.0747
C 1.1030 2.1259 2.4142 0.19 -0.46 0.32 -0.1450
C 1.8881 0.9934 2.0733 0.00 -0.14 0.16 -0.3637
O 1.9216 0.4396 0.9260 -0.22 -0.32 -0.30 -0.2518
C 2.6979 0.4063 3.1204 0.05 0.02 -0.11 -0.0138
C 2.6630 0.8404 4.3950 -0.04 0.07 0.10 -0.0294
C 1.8255 1.9338 4.7870 0.08 -0.07 -0.08 -0.1816
C 1.7796 2.3750 6.1211 -0.03 0.03 0.05 -0.0522
C 0.9928 3.4377 6.4855 0.04 -0.05 0.02 -0.1016
C 0.2281 4.0853 5.5044 -0.01 0.00 -0.07 -0.0892
C 0.2589 3.6690 4.1956 -0.06 0.06 0.10 -0.0295
C 1.0604 2.5797 3.7965 -0.03 0.00 -0.20 -0.0951
H -1.5792 1.8866 -4.0718 -0.06 0.03 -0.02 0.0949
H 0.1431 1.5358 -3.7304 0.01 0.01 -0.03 0.0434
H -0.3906 3.2125 -3.8442 0.03 -0.02 -0.03 0.0984
H -2.4638 4.1170 -3.0409 -0.02 -0.01 0.00 0.1162
H -2.7551 6.3419 -2.0045 -0.01 0.00 0.00 0.1007
H -1.5349 6.8795 0.0943 0.01 0.00 0.00 0.1005
H -0.1148 5.1548 1.1562 -0.01 0.02 -0.01 0.1044
H 3.3499 -0.4035 2.8121 -0.04 -0.01 0.03 0.1089
H 3.2836 0.3698 5.1509 0.00 0.00 0.01 0.1111
H 2.3818 1.8566 6.8590 0.01 0.01 0.00 0.1063
H 0.9633 3.7750 7.5133 0.00 0.00 0.00 0.0950
H -0.3956 4.9272 5.7788 0.00 0.00 0.01 0.0981
H -0.3429 4.1702 3.4519 0.01 0.00 0.00 0.0939
C -4.7117 -2.5509 1.6216 0.07 -0.04 0.00 -0.0401
C -3.7147 -1.4738 1.2609 -0.16 0.05 0.10 -0.4055
C -4.1184 -0.6786 0.0366 0.04 -0.07 0.00 -0.0341
O -2.4325 -2.1640 1.0215 0.03 -0.01 0.10 -0.1987
P -1.0801 -1.3552 1.1080 0.34 -1.79 -1.21 0.4469
O -1.2298 0.0843 0.9642 0.16 0.84 -0.24 -0.2759
C -0.1496 -2.2063 -0.3660 -2.20 -0.03 -0.19 -0.2369
P -1.1622 -2.0083 -2.0614 0.80 -1.37 1.23 0.4663
O -1.5637 -0.6340 -2.3279 -0.07 0.72 0.31 -0.2702
O -2.3307 -3.0355 -1.9001 0.16 0.04 -0.21 -0.1685
C -2.0832 -4.4815 -1.9311 -0.06 -0.04 0.03 -0.4314
C -2.7579 -5.0783 -0.7157 0.03 -0.02 -0.07 -0.0295
C -2.6150 -5.0090 -3.2431 0.02 0.00 -0.01 -0.0305
O -0.2516 -2.6135 -3.2082 -0.01 -0.23 0.03 -0.1721
C 1.1171 -2.1376 -3.3141 0.45 0.05 0.52 -0.4498
C 2.0408 -3.2477 -2.8099 0.13 0.14 -0.09 -0.0158
C 1.4480 -1.6528 -4.7018 -0.25 -0.08 -0.08 -0.0190
O -0.3267 -1.7641 2.4049 0.09 0.14 0.21 -0.1540
C 0.2504 -3.0474 2.7701 0.04 -0.05 -0.18 -0.4088
C 1.6648 -3.1508 2.1855 -0.03 -0.01 0.06 -0.0284
C 0.2294 -3.0993 4.2784 -0.02 0.02 0.01 -0.0355
H -5.6548 -2.0892 1.9121 -0.01 0.01 0.00 0.0895
H -4.3492 -3.1531 2.4548 -0.02 -0.01 -0.01 0.0853
H -4.8976 -3.2003 0.7657 0.01 -0.03 -0.01 0.0759
H -3.5678 -0.8129 2.1164 0.04 0.05 -0.02 0.1439
H -4.1753 -1.3399 -0.8296 0.02 0.03 -0.02 0.0821
H -3.4160 0.1282 -0.1659 -0.02 -0.06 -0.03 0.0739
H -5.1061 -0.2453 0.1981 -0.01 0.01 0.05 0.0929
H -0.1938 -3.2798 -0.1635 0.02 0.01 0.02 0.0605
H 0.9003 -1.9448 -0.3772 0.28 -0.22 -0.03 0.0128
H -1.0018 -4.6389 -1.8861 -0.02 -0.01 0.03 0.1224
H -3.8391 -4.9661 -0.8008 -0.01 0.04 0.05 0.0886
H -2.4235 -4.5855 0.1960 -0.04 -0.01 0.02 0.0663
H -2.5323 -6.1436 -0.6517 0.02 0.01 -0.02 0.0925
H -3.6895 -4.8358 -3.3055 0.00 0.02 -0.02 0.0932
H -2.4326 -6.0817 -3.3119 0.00 -0.01 0.01 0.0918
H -2.1224 -4.5174 -4.0811 -0.02 -0.01 0.00 0.0833
H 1.2289 -1.2597 -2.6535 0.05 -0.36 -0.34 0.0567
H 2.4959 -3.7829 -3.6430 -0.06 -0.05 -0.01 0.0880
H 1.4831 -3.9648 -2.2090 0.03 0.03 0.06 0.0745
H 2.8489 -2.8341 -2.2045 0.02 -0.01 -0.03 0.0936
H 1.4122 -2.4734 -5.4192 -0.03 -0.01 0.01 0.0931
H 2.4573 -1.2404 -4.6842 0.00 0.00 -0.02 0.1007
H 0.7611 -0.8677 -5.0152 0.00 0.01 0.00 0.0887
H -0.4054 -3.8258 2.3684 0.01 0.01 -0.04 0.1329
H 2.4057 -3.2106 2.9822 -0.01 -0.02 0.01 0.0852
H 1.8973 -2.2539 1.6097 0.03 -0.01 0.02 0.0626
H 1.7822 -4.0309 1.5513 -0.01 0.03 -0.01 0.0809
H 0.8566 -2.3013 4.6780 -0.02 0.00 0.02 0.0905
H 0.6222 -4.0596 4.6137 0.01 0.00 0.01 0.0914
H -0.7850 -2.9803 4.6563 0.00 0.00 0.02 0.0866
C 4.4020 1.5379 -1.8074 -0.02 0.03 -0.03 -0.3003
Si 2.6677 2.3315 -2.1015 0.40 -0.42 -0.35 0.4397
C 2.8941 3.0388 -3.8832 -0.03 0.02 0.04 -0.2945
C 2.8391 3.9265 -1.0532 -0.03 -0.03 -0.03 -0.2669
H 5.2123 2.2639 -1.9421 0.01 0.01 0.01 0.0091
H 4.5818 0.7131 -2.5064 -0.01 -0.01 0.00 -0.0078
H 4.4786 1.1314 -0.7946 0.00 0.00 0.01 -0.0038
H 3.8911 3.4728 -4.0197 -0.01 0.02 0.02 0.0104
H 2.1656 3.8297 -4.0902 -0.02 0.00 -0.02 0.0004
H 2.7615 2.2685 -4.6496 0.01 -0.01 -0.01 -0.0072
H 3.7883 4.4143 -1.3019 0.00 0.02 0.00 0.0187
H 2.8429 3.7123 0.0189 -0.01 -0.01 0.00 0.0063
H 2.0360 4.6427 -1.2479 -0.02 0.00 0.02 0.0055

***

99
Properties=species:S:1:pos:R:3:forces:R:3:lowdin_charge:R:1 method="wB97M-V/def2-TZVPD" lumo_ev="-2.8 / -3.8" de_lowest_ev=0.947 charge=+1 s_squared=0.759 gap_ev="7.91 / 6.75" e_tot_ha=-3057.52888 max_force_ha_per_bohr=0.02079 multiplicity=2
Ru 0.5821 -1.4733 0.0324 0.66 -0.67 -0.50 0.8476
O 1.8866 -0.8588 3.8880 0.04 0.08 0.01 0.0839
C 1.8989 -1.2172 2.7346 -0.12 -0.22 -0.15 -0.6677
O 0.8267 -1.5596 2.0603 -0.12 0.41 0.54 -0.2850
C 3.2178 -1.3874 1.9687 -0.05 0.14 0.05 -0.2143
P 2.8779 -1.2648 0.1937 0.16 -0.30 -0.27 0.9428
C 3.1324 0.4824 -0.2336 0.01 0.01 -0.02 -0.3504
C 3.0819 0.8347 -1.5839 0.09 -0.01 0.00 -0.1109
C 3.2646 2.1504 -1.9714 -0.03 0.00 0.00 -0.0812
C 3.4893 3.1311 -1.0120 0.00 0.01 0.00 -0.0710
C 3.5292 2.7912 0.3306 -0.03 -0.01 0.01 -0.0614
C 3.3472 1.4702 0.7230 -0.07 0.00 -0.02 -0.0763
C 4.2211 -2.1224 -0.6580 -0.05 -0.10 0.02 -0.3581
C 5.5328 -1.6544 -0.5693 0.00 -0.01 -0.03 -0.0728
C 6.5591 -2.3643 -1.1682 0.00 0.00 -0.01 -0.0628
C 6.2834 -3.5398 -1.8584 0.01 0.01 0.01 -0.0652
C 4.9810 -4.0031 -1.9572 -0.01 0.00 0.00 -0.0686
C 3.9490 -3.2935 -1.3567 -0.01 0.00 -0.03 -0.1003
H 3.5972 -2.3882 2.1714 0.01 0.01 0.03 0.0913
H 3.9685 -0.6824 2.3178 0.03 -0.03 0.02 0.0959
H 2.9233 0.0687 -2.3362 0.01 0.00 0.00 0.1037
H 3.2328 2.4144 -3.0206 0.03 0.00 0.00 0.1103
H 3.6388 4.1596 -1.3141 0.00 0.00 0.00 0.1118
H 3.7108 3.5519 1.0785 -0.01 0.00 0.00 0.1118
H 3.3721 1.2255 1.7771 0.00 0.02 0.00 0.1026
H 5.7495 -0.7333 -0.0404 0.00 0.00 0.00 0.1142
H 7.5764 -2.0026 -1.0995 0.00 0.00 0.00 0.1115
H 7.0895 -4.0935 -2.3213 0.00 0.01 -0.01 0.1111
H 4.7681 -4.9144 -2.5002 0.00 0.00 0.00 0.1090
H 2.9249 -3.6455 -1.4299 0.01 -0.01 0.02 0.0846
N 0.0989 -1.4168 -3.0423 0.26 0.03 -0.11 0.1909
C 0.4459 -1.5135 -1.9390 -0.82 0.33 0.54 -0.2636
H -0.4040 -1.2343 -3.8851 0.17 -0.06 -0.12 0.1126
C -0.2257 -4.7522 -2.0773 -0.09 -0.04 0.04 -0.0919
O -0.0215 -4.8181 -0.6688 0.09 0.06 -0.11 -0.2605
P -0.0600 -3.6318 0.3855 0.70 -0.14 0.11 0.6068
O -1.5914 -3.6115 0.7891 -0.08 0.10 -0.17 -0.2651
C -2.0814 -2.8115 1.8839 -0.01 -0.09 0.01 -0.0878
O 0.5590 -4.3753 1.6383 -0.16 0.06 0.13 -0.2612
C 1.9586 -4.5608 1.8271 -0.05 -0.11 -0.03 -0.0849
H -1.2916 -4.7929 -2.3002 0.00 0.03 0.00 0.0965
H 0.2676 -5.6210 -2.5040 -0.03 -0.03 0.00 0.0955
H 0.2111 -3.8531 -2.4991 0.04 -0.01 -0.02 0.0335
H -1.7277 -3.2295 2.8241 0.00 0.01 0.01 0.0992
H -3.1650 -2.8635 1.8285 0.00 -0.02 0.02 0.0908
H -1.7448 -1.7808 1.7877 0.00 0.02 -0.01 0.0323
H 2.1772 -4.3681 2.8751 0.01 0.00 0.00 0.1039
H 2.5284 -3.8808 1.1960 0.03 -0.05 -0.06 0.0360
H 2.2154 -5.5876 1.5724 0.02 0.00 0.01 0.1005
N -0.7092 -0.1848 0.0771 -0.57 0.73 0.12 -0.2672
P -1.7146 1.0434 0.2795 -0.35 0.24 -0.15 0.6164
N -1.2547 2.2314 -0.7621 0.10 0.00 -0.06 -0.1928
C -0.5115 1.9142 -1.9882 -0.05 0.01 -0.02 -0.2136
C -0.0580 3.2035 -2.6535 -0.07 0.01 0.00 -0.1793
C -1.2629 4.0381 -3.1162 0.00 -0.02 0.02 -0.1782
C -2.4685 3.8245 -2.1872 0.06 0.01 0.01 -0.1764
C -1.9951 3.5053 -0.7771 0.05 -0.02 -0.01 -0.1931
N -3.2679 0.5337 0.0952 -0.03 -0.21 0.06 -0.1985
C -4.4563 1.2133 0.6199 0.00 0.06 -0.11 -0.1998
C -5.3689 1.6933 -0.5038 -0.03 -0.04 0.03 -0.1723
C -5.7132 0.5524 -1.4576 0.05 0.03 -0.03 -0.1923
C -4.4415 -0.1214 -1.9676 -0.03 0.01 0.05 -0.1806
C -3.5867 -0.5860 -0.7958 0.03 0.05 -0.01 -0.2014
N -1.6988 1.7888 1.7475 0.30 -0.33 0.18 -0.1734
C -0.4067 2.4584 2.0733 -0.01 0.05 -0.02 -0.1910
C -0.3909 2.9085 3.5246 -0.04 -0.04 0.00 -0.1686
C -0.4879 1.7196 4.4944 0.00 -0.02 0.01 -0.1746
C -1.2376 0.5511 3.8471 0.02 0.05 -0.03 -0.1742
C -2.3056 1.0744 2.9042 -0.05 0.07 0.00 -0.1922
H -1.1400 1.3511 -2.6966 0.02 -0.03 0.02 0.1103
H 0.3400 1.2890 -1.7259 0.02 0.01 0.00 0.0681
H 0.5879 2.9633 -3.4994 0.03 0.02 0.02 0.1101
H 0.5463 3.7649 -1.9369 0.03 -0.02 -0.01 0.1096
H -1.5352 3.7653 -4.1373 -0.01 0.02 0.00 0.1100
H -0.9892 5.0940 -3.1349 0.01 0.00 -0.02 0.1118
H -3.0805 2.9931 -2.5473 -0.03 0.01 0.01 0.0957
H -3.1050 4.7097 -2.1683 -0.03 -0.02 -0.02 0.1186
H -2.8302 3.4417 -0.0804 -0.02 0.00 -0.01 0.1009
H -1.3467 4.3133 -0.4196 -0.02 0.00 0.05 0.1205
H -4.1486 2.0457 1.2492 0.01 -0.01 0.02 0.1033
H -5.0058 0.5050 1.2529 0.02 0.00 0.02 0.1287
H -4.8754 2.4995 -1.0546 0.01 0.00 0.01 0.0981
H -6.2774 2.1085 -0.0631 0.01 0.03 -0.02 0.1192
H -6.3104 0.9223 -2.2919 -0.02 -0.01 0.01 0.1137
H -6.3228 -0.1888 -0.9301 -0.01 0.00 -0.01 0.1180
H -3.8637 0.5904 -2.5687 0.00 -0.03 -0.02 0.1025
H -4.6880 -0.9750 -2.6028 0.02 0.01 -0.01 0.1146
H -2.6560 -1.0422 -1.1313 -0.01 -0.03 0.02 0.0877
H -4.1357 -1.3435 -0.2224 0.02 0.00 0.01 0.1237
H -0.2837 3.3117 1.4078 0.00 -0.01 -0.01 0.1016
H 0.4326 1.7757 1.8894 -0.02 -0.01 0.01 0.1055
H -1.2216 3.6012 3.6815 0.01 0.01 0.00 0.1152
H 0.5266 3.4727 3.6964 -0.02 0.04 0.01 0.1139
H -1.0112 2.0402 5.3971 0.04 0.00 0.02 0.1110
H 0.5035 1.3829 4.7985 0.00 0.00 -0.02 0.1030
H -1.6926 -0.0837 4.6091 -0.02 0.00 -0.01 0.1235
H -0.5500 -0.0804 3.2823 0.02 -0.04 0.03 0.0767
H -2.9672 1.7705 3.4291 -0.03 0.00 -0.03 0.1254
H -2.9248 0.2620 2.5274 0.00 0.00 -0.01 0.0934